A 3-piece molecular cluster, C13H29N3O8P2S overall, computed with the ωB97M-V functional and the def2-TZVPD basis.

Output
- SMILES: CC[C@@](S)(C#N)[C@@H](C#N)CN.COP(=O)(OC)OC.COP(=O)(OC)OC
- Total energy: -2359.846347 a.u.
- Gap between HOMO and LUMO: 8.8 eV
- HOMO energy: -8.814 eV
- Max |F|: 5.9 eV Å⁻¹

Structure (ORCA input):
```
! RIJCOSX wB97M-V def2-TZVPD def2/J DEFGRID3
* xyz 0 1
C 2.038 2.423 1.183
C 2.420 1.559 2.385
C 2.761 0.078 2.000
S 1.213 -0.705 1.429
C 3.753 0.182 0.938
N 4.518 0.162 0.082
C 3.395 -0.582 3.249
C 2.677 -0.258 4.479
N 2.159 0.018 5.462
C 3.565 -2.130 3.182
N 3.699 -2.631 1.831
H 2.932 2.762 0.664
H 1.377 1.908 0.490
H 1.468 3.273 1.555
H 3.251 1.994 2.945
H 1.565 1.570 3.058
H 0.536 -0.725 2.587
H 4.397 -0.160 3.364
H 4.418 -2.380 3.820
H 2.688 -2.576 3.646
H 3.435 -3.603 1.785
H 4.633 -2.517 1.462
C -6.024 -2.280 0.308
O -4.609 -2.018 0.238
P -3.646 -2.665 1.406
O -2.364 -1.969 1.186
O -3.712 -4.154 0.784
C -3.283 -4.352 -0.559
O -3.553 -3.332 2.886
C -3.626 -2.426 4.005
H -6.469 -1.935 -0.621
H -6.220 -3.349 0.420
H -6.473 -1.736 1.139
H -2.558 -3.599 -0.867
H -4.141 -4.329 -1.233
H -2.826 -5.337 -0.616
H -4.521 -1.807 3.958
H -2.741 -1.791 4.029
H -3.662 -3.026 4.910
C 0.077 2.397 -6.337
O -0.546 2.351 -5.039
P 0.328 2.882 -3.751
O -0.471 2.428 -2.599
O 0.165 4.449 -4.096
C -1.146 4.994 -4.175
O 1.823 3.157 -3.194
C 2.610 1.994 -2.858
H -0.689 2.183 -7.078
H 0.497 3.386 -6.537
H 0.861 1.644 -6.412
H -1.856 4.429 -3.572
H -1.482 5.012 -5.214
H -1.099 6.018 -3.811
H 2.668 1.304 -3.699
H 2.177 1.487 -1.996
H 3.612 2.328 -2.607
*
```


An isolated ion of composition C13H29N5O2P and charge +1, computed with the ωB97M-V functional and the def2-TZVPD basis.

Output
- SMILES: CCCCNc1n(P(N)O)nc(CCCO)[n+]1[C@@H](C)CC
- Total energy: -1277.827375 a.u.
- Gap between HOMO and LUMO: 8.6 eV
- HOMO energy: -12.301 eV
- Max |F|: 8.0 eV Å⁻¹

Structure (ORCA input):
```
! RIJCOSX wB97M-V def2-TZVPD def2/J DEFGRID3
* xyz 1 1
C -3.453 -3.669 -0.746
C -1.954 -4.219 -1.154
C -1.186 -3.325 -2.295
C -0.622 -1.875 -1.777
N 0.499 -1.954 -0.757
C 0.373 -0.691 0.067
N -0.536 -0.574 1.273
P -1.430 -2.076 1.626
N -2.709 -1.851 2.849
O -0.232 -3.143 2.387
N -0.537 0.660 1.963
C 0.487 1.458 1.135
C 0.829 2.979 1.642
C -0.064 4.165 0.947
C -1.542 3.702 0.409
O -1.586 3.574 -1.086
N 1.053 0.657 -0.017
C 2.104 1.073 -1.023
C 1.655 2.275 -2.043
C 3.505 1.584 -0.290
C 3.815 0.765 1.099
H -4.256 -3.770 -1.592
H -3.478 -2.561 -0.366
H -3.827 -4.373 0.142
H -1.277 -4.406 -0.196
H -2.122 -5.300 -1.630
H -0.339 -4.014 -2.759
H -1.993 -3.118 -3.150
H -1.544 -1.219 -1.425
H -0.167 -1.319 -2.723
H 1.443 -2.033 -1.204
H -2.240 -1.954 3.788
H -3.321 -2.701 2.774
H 0.353 -2.579 2.981
H 1.979 3.205 1.512
H 0.573 3.009 2.806
H -0.260 4.977 1.800
H 0.555 4.748 0.114
H -2.279 4.611 0.646
H -1.982 2.743 0.914
H -0.974 2.802 -1.270
H 2.411 0.151 -1.694
H 1.705 3.357 -1.556
H 2.471 2.294 -2.912
H 0.623 2.090 -2.594
H 3.420 2.735 -0.075
H 4.454 1.424 -0.990
H 4.960 0.612 1.301
H 3.344 1.373 2.008
H 3.299 -0.301 1.141
*
```


C13H2Cl5IrN2O7 as an isolated structure, computed with the ωB97M-V functional and the def2-TZVPD basis.

Output
- Total energy: -3537.453740 a.u.
- Gap between HOMO and LUMO (alpha / beta): 8.9 / 5.7 eV
- HOMO energy (alpha / beta): -13.052 / -13.054 eV
- Max |F|: 0.3 eV Å⁻¹
- Expectation value of S²: 8.8385

Structure (ORCA input):
```
! RIJCOSX wB97M-V def2-TZVPD def2/J DEFGRID3
* xyz 1 6
Ir 0.388 0.581 0.637
O -1.786 4.087 0.433
C -1.343 3.066 0.005
O -0.599 2.241 0.752
C -1.653 2.625 -1.406
C -2.397 3.484 -2.167
C -2.749 3.148 -3.480
C -2.392 1.948 -4.093
C -1.650 1.091 -3.344
C -1.229 1.367 -1.983
O -0.529 0.492 -1.421
N -1.204 -0.195 -3.891
O -1.959 -1.124 -3.741
O -0.101 -0.205 -4.381
N -3.551 4.119 -4.265
O -3.867 3.774 -5.380
O -3.846 5.150 -3.710
H -2.721 4.429 -1.753
H -2.696 1.733 -5.108
Cl -0.153 -2.269 1.566
C 1.503 -2.054 1.131
C 1.832 -0.752 0.713
C 3.164 -0.477 0.355
Cl 3.482 1.130 -0.160
C 4.136 -1.451 0.403
Cl 5.742 -1.105 -0.046
C 3.770 -2.750 0.831
Cl 4.943 -3.960 0.902
C 2.436 -3.059 1.198
Cl 2.006 -4.624 1.711
*
```


C13H30AlClO3P2 as an isolated structure, computed with the ωB97M-V functional and the def2-TZVPD basis.

Output
- Total energy: -2123.876713 a.u.
- Gap between HOMO and LUMO (alpha / beta): 5.2 / 5.2 eV
- HOMO energy (alpha / beta): -15.892 / -15.892 eV
- Max |F|: 7.5 eV Å⁻¹

Structure (ORCA input):
```
! RIJCOSX wB97M-V def2-TZVPD def2/J DEFGRID3
* xyz 2 1
C 0.092 0.046 -3.947
C 0.884 0.305 -2.760
H 0.744 -0.166 -4.813
H -0.557 0.915 -4.153
H -0.586 -0.799 -3.760
O 2.028 0.608 -2.609
Cl -2.127 0.025 -1.730
Al -0.267 -0.039 -0.502
P -0.179 2.360 -0.759
C 1.303 3.202 -0.136
C -0.598 3.242 -2.295
H -0.784 4.302 -2.066
H -1.691 3.966 0.219
H -1.505 2.807 -2.732
H -2.392 2.316 0.196
H 2.168 2.949 -0.759
H 0.217 3.170 -3.026
C -1.485 2.899 0.396
H 1.150 4.292 -0.156
H -1.184 2.750 1.439
H 1.520 2.895 0.893
P 0.020 -2.378 -0.875
C 1.491 -3.195 -0.202
C -1.338 -3.005 0.173
H -1.218 -2.838 -2.912
H -0.327 -4.276 -2.332
H 0.541 -2.962 -3.180
C -0.272 -3.187 -2.479
H -2.238 -2.400 -0.008
H -1.541 -4.050 -0.106
H 1.388 -4.287 -0.289
H 1.628 -2.932 0.855
H -1.077 -2.949 1.236
H 2.381 -2.872 -0.757
C 1.894 -0.088 0.007
O 2.850 0.018 0.634
C -1.513 -0.019 3.231
C -0.082 -0.044 2.698
C 0.699 1.182 3.170
C 0.645 -1.306 3.138
O -0.263 -0.013 1.278
H -1.539 -0.028 4.327
H -2.053 -0.903 2.856
H -2.028 0.888 2.872
H 0.752 1.195 4.268
H 1.731 1.158 2.797
H 0.222 2.121 2.857
H 0.138 -2.207 2.785
H 1.679 -1.310 2.786
H 0.678 -1.356 4.232
*
```


- What is the formula in the first record?
  C13H29N3O8P2S


- max |F| of number 2 (C13H29N5O2P)?
  8.0 eV Å⁻¹